Record 1
82
Properties=species:S:1:pos:R:3:forces:R:3:lowdin_charge:R:1 method="wB97M-V/def2-TZVPD" lumo_energy_ev=0.20 total_energy_ev=-98184.9220 e_above_lowest_kcal_mol=86.8 charge=0 homo_energy_ev=-10.21 gap_ha=0.38277 smiles="CCOC(=O)OC.CCOC(=O)OC.CCOC(C)=O.CCOC(C)=O.CCOC(C)=O.ClCCl.ClCCl" largest_force_ev_per_a=4.31
C 2.2482 -0.2732 4.5853 -0.461 1.249 -0.257 -0.048
C 1.3336 0.9817 4.5606 1.133 -0.664 -0.251 -0.222
O -0.0170 0.6582 4.3568 -2.361 -1.214 0.977 0.001
C -0.8304 0.1181 5.3104 -0.083 0.638 2.522 -0.468
O -0.5941 -0.0990 6.5263 -0.368 0.598 -4.257 0.082
O -2.0650 -0.0010 4.7295 3.243 1.210 -1.316 -0.030
C -3.1477 -0.2495 5.5317 -0.846 -0.400 1.292 -0.086
H 2.2634 -0.7606 5.5601 -0.041 -0.118 -0.251 0.077
H 3.2406 0.0673 4.2900 0.197 -0.092 0.333 0.069
H 1.9182 -0.9088 3.7637 -0.094 -0.325 0.296 0.079
H 1.5283 1.5196 3.6328 0.323 0.184 0.169 0.119
H 1.4718 1.6628 5.4003 -0.069 -0.191 0.170 0.125
H -4.0531 0.1019 5.0369 0.121 -0.495 -0.427 0.096
H -3.1131 0.3548 6.4382 0.247 -0.426 0.350 0.098
H -3.0899 -1.3251 5.6991 -0.945 0.054 0.627 0.106
C -5.4481 -3.6553 0.5992 0.975 0.411 0.940 -0.061
C -6.0428 -3.2212 1.9294 -0.485 0.013 -0.482 -0.196
O -7.1877 -4.1056 1.9966 -0.210 0.660 0.424 0.007
C -7.4968 -4.8677 3.0549 -1.219 2.021 -2.145 -0.599
O -6.7929 -5.2392 3.9136 1.484 -0.788 1.688 0.168
O -8.8212 -5.0626 2.9316 1.351 1.025 -0.984 0.016
C -9.4080 -5.7237 3.9571 -1.489 -2.643 1.728 -0.105
H -5.1960 -4.7094 0.7149 -0.017 0.013 -0.496 0.084
H -4.5439 -3.0895 0.3749 0.055 -0.022 -0.121 0.075
H -6.1912 -3.4627 -0.1747 0.110 -0.297 0.031 0.084
H -6.3616 -2.1815 1.8550 -0.807 -0.041 -0.247 0.113
H -5.4736 -3.1498 2.8563 0.469 -1.153 -0.165 0.122
H -8.7560 -6.0838 4.7529 0.406 0.757 0.046 0.095
H -9.7510 -6.6808 3.5640 -0.680 0.006 -0.095 0.097
H -10.2401 -5.1615 4.3808 0.063 0.049 -0.125 0.101
C 0.2712 6.1652 4.0388 -0.598 0.623 -0.502 -0.055
C 0.0524 7.3706 3.0433 0.850 -1.085 1.271 -0.174
O 0.3931 6.8469 1.7577 -0.549 -0.896 1.173 -0.006
C 0.4546 7.6301 0.7231 0.850 2.608 -1.574 -0.580
C 0.7291 6.8744 -0.5128 0.454 -1.170 -1.128 0.010
O 0.4476 8.8559 0.7043 -0.534 -1.295 0.887 0.083
H -0.3638 5.3130 3.7966 -0.105 0.100 -0.275 0.067
H 0.0246 6.4169 5.0703 0.029 0.350 -0.063 0.069
H 1.2957 5.7932 4.0296 0.074 0.302 -0.196 0.069
H -0.9641 7.7633 3.0211 0.013 -0.152 0.086 0.126
H 0.7420 8.1733 3.3044 -0.101 0.113 -0.113 0.119
H 1.7817 6.9825 -0.7743 0.109 0.327 0.093 0.095
H 0.1716 7.2355 -1.3770 -0.116 0.080 0.261 0.093
H 0.6165 5.7956 -0.4043 -0.364 0.073 0.081 0.082
C 6.8471 4.3704 1.5491 2.938 -0.436 0.422 -0.092
C 5.4705 3.8353 1.6383 -0.181 2.911 -0.789 -0.269
O 5.4661 2.5679 1.0639 -1.011 -1.646 -1.241 -0.014
C 4.9607 2.3221 -0.1890 -0.166 1.784 -2.673 -0.453
C 5.3759 0.9724 -0.7223 -0.175 -1.420 0.698 0.007
O 4.4123 3.1297 -0.9524 0.964 -1.195 2.675 0.069
H 7.1272 5.3730 1.8723 -0.938 0.043 0.936 0.084
H 7.3197 4.4545 0.5705 -0.626 -0.781 -0.562 0.084
H 7.4203 3.6352 2.1138 0.804 0.313 0.034 0.080
H 5.1766 3.8175 2.6877 -0.394 -0.349 -0.253 0.129
H 4.9647 4.6161 1.0702 -1.437 -0.707 0.000 0.120
H 4.7358 0.4173 -1.4080 -0.959 0.910 0.063 0.084
H 5.4632 0.2699 0.1064 0.670 0.065 0.053 0.080
H 6.2684 0.9969 -1.3476 0.463 0.507 0.644 0.092
C 2.8893 -4.5835 -7.1865 -0.028 2.063 0.182 -0.065
C 4.1449 -4.4760 -8.0336 -0.330 -0.640 1.096 -0.196
O 4.0914 -5.7533 -8.6741 -0.465 0.554 -1.127 -0.010
C 5.0836 -6.5885 -8.5328 1.934 -0.044 -0.927 -0.591
C 4.9746 -7.7800 -9.3883 -1.501 -1.774 -0.507 0.012
O 6.0927 -6.3642 -7.9234 0.454 0.300 0.997 0.100
H 3.0007 -5.2493 -6.3307 0.011 -0.175 -0.322 0.086
H 2.0316 -4.8155 -7.8180 0.119 -0.370 0.119 0.081
H 2.6795 -3.5866 -6.7989 -0.147 0.091 0.360 0.072
H 4.1890 -3.6533 -8.7473 -0.569 -0.322 -0.373 0.125
H 5.0617 -4.3571 -7.4561 -0.101 -0.385 0.186 0.115
H 5.0654 -8.6871 -8.7907 0.452 0.065 0.108 0.091
H 5.6835 -7.8329 -10.2147 0.224 0.352 0.341 0.096
H 3.9798 -7.8834 -9.8216 -0.054 0.287 -0.130 0.083
Cl -8.1090 0.7366 -3.3902 0.171 0.471 -0.979 0.488
C -6.8150 1.1251 -4.5577 0.661 -0.258 -0.429 -1.015
Cl -5.2991 0.4795 -3.8893 0.223 0.286 -0.108 0.467
H -6.8774 0.6866 -5.5536 -0.804 -0.714 0.439 0.026
H -6.6944 2.1727 -4.8335 -0.239 0.212 1.085 0.033
Cl 0.0456 0.1638 -3.2986 0.215 0.045 -0.342 0.471
C -0.2879 0.7433 -1.6481 -0.946 -0.117 -1.183 -1.042
Cl 0.2792 -0.4284 -0.4973 0.392 0.102 0.635 0.520
H 0.1237 1.7515 -1.6006 0.137 -0.368 0.559 0.034
H -1.3774 0.7330 -1.6161 0.222 0.345 0.343 0.016

Record 2
115
Properties=species:S:1:pos:R:3:forces:R:3:lowdin_charge:R:1 method="wB97M-V/def2-TZVPD" multiplicity=5 lumo_energy_ev="0.14 / -0.03" total_energy_ev=-188654.1168 charge=0 homo_energy_ev="-9.05 / -9.05" gap_ha="0.33772 / 0.33147" largest_force_ev_per_a=3.53
Cr -1.0033 -2.2222 2.1505 0.295 -0.005 0.357 0.934
C -0.3463 0.4649 -0.4694 0.778 -1.955 -0.941 0.029
C -0.7762 -0.6843 0.3490 0.397 0.463 2.243 -0.621
O -1.5494 -0.5010 1.3691 -0.456 0.200 -0.824 -0.101
O -0.1813 -1.8022 0.3052 -0.374 -0.384 -0.398 -0.070
H -0.8867 1.3449 -0.3215 -0.632 1.331 0.534 0.066
H -0.4412 0.1620 -1.4986 0.064 -0.002 -0.462 0.059
H 0.7217 0.5073 -0.2754 0.078 0.549 0.097 0.092
As 2.1743 -0.7293 3.4064 -0.729 -1.953 -1.147 0.775
F 2.5972 -1.7046 4.7671 0.240 0.253 0.167 -0.228
F 0.4507 -1.2390 3.7923 0.554 0.606 -0.488 -0.294
F 1.6244 0.1057 1.9630 0.004 -0.048 0.648 -0.229
F 3.8241 -0.4443 3.0117 0.040 0.322 0.123 -0.223
F 2.2352 -2.1681 2.4083 -0.104 -0.139 -0.164 -0.235
F 2.0236 0.6651 4.3251 -0.173 0.871 0.606 -0.191
C 3.6681 3.3311 2.7461 1.624 -2.691 1.602 -0.077
C 2.5772 3.2234 1.8060 -2.218 0.313 -1.792 -0.207
O 3.0481 3.9713 0.6358 0.816 1.524 -0.750 0.012
C 2.3345 3.9566 -0.4850 1.015 -0.835 2.274 -0.397
O 1.3644 3.2825 -0.5346 -1.990 -0.435 -1.672 0.156
C 2.9667 4.7834 -1.6232 0.893 0.280 0.304 -0.507
F 3.4325 5.9518 -1.0926 -0.582 -0.751 -0.882 0.144
F 4.0115 4.1354 -2.1765 -0.269 0.161 0.470 0.159
F 2.1039 5.0001 -2.6093 -0.094 0.386 0.409 0.171
H 3.8320 4.3482 2.9952 0.596 0.884 0.193 0.074
H 4.5733 2.7645 2.3889 -0.614 1.055 0.109 0.104
H 3.4245 2.7677 3.6710 -0.153 0.473 -0.357 0.087
H 1.6421 3.7132 2.2026 0.790 -0.425 -0.588 0.154
H 2.3063 2.2414 1.4040 0.171 0.017 0.648 0.104
C -1.7493 4.2169 -2.2866 0.873 0.039 1.674 -0.060
C -2.9999 3.5805 -2.7708 1.126 -0.563 -0.048 -0.184
O -2.8994 2.1426 -2.4861 -0.434 0.848 -1.448 0.036
C -3.5169 1.3857 -3.3854 -0.193 -0.763 0.633 -0.387
O -4.1632 1.6649 -4.3570 0.505 0.299 0.536 0.166
C -3.3138 -0.1069 -2.9861 -0.846 1.037 -1.840 -0.601
F -2.6157 -0.6860 -3.9575 0.764 -0.417 -0.385 0.166
F -2.7179 -0.2773 -1.8509 0.672 -0.378 1.442 0.202
F -4.4862 -0.7155 -2.9645 -0.951 -0.409 0.358 0.181
H -0.7495 3.8782 -2.6556 -1.131 0.106 -0.271 0.094
H -1.7412 3.9710 -1.2221 0.457 0.400 0.225 0.062
H -1.8497 5.2999 -2.3823 0.185 -0.040 -0.033 0.090
H -3.0690 3.8169 -3.7971 -0.568 -0.564 -1.403 0.111
H -3.8708 3.9228 -2.2688 -0.711 0.335 0.529 0.113
C -1.6067 -2.7959 6.1891 -0.641 1.459 0.755 0.046
O -2.8430 -1.9719 5.9721 1.355 -0.873 -0.762 0.053
C -3.0455 -1.8188 4.6826 -0.570 0.489 -0.559 -0.582
O -2.2940 -2.2168 3.7965 -0.147 -0.094 0.193 0.002
O -4.1856 -1.1944 4.4621 -0.135 -0.051 -0.640 0.028
C -4.6057 -0.9904 3.0426 0.449 0.838 1.724 0.046
H -0.7151 -2.2353 5.8880 -0.340 -0.289 -0.317 0.101
H -1.7451 -3.7466 5.7233 0.152 -0.435 -0.467 0.094
H -1.5976 -2.8992 7.2545 0.041 -0.176 0.557 0.089
H -4.4020 -1.8935 2.5047 0.324 -0.168 -0.545 0.087
H -4.0999 -0.0651 2.6980 -0.240 -0.895 -0.168 0.108
H -5.6768 -0.8445 3.1329 0.002 0.100 -0.083 0.094
C 3.0029 -4.6867 3.7302 1.711 -0.016 -0.411 -0.030
O 1.5889 -4.4557 3.7779 -0.998 -0.248 -0.146 0.031
C 0.8948 -4.5476 2.6641 0.414 0.337 -0.596 -0.572
O -0.2600 -4.1159 2.5027 0.716 -0.190 0.989 -0.009
O 1.5353 -5.1297 1.6766 0.067 -0.024 0.238 0.000
C 0.8408 -5.0915 0.4015 -0.650 0.333 0.425 0.023
H 3.4092 -4.2866 2.7713 -0.282 -0.222 0.938 0.101
H 3.3271 -5.7465 3.8254 -0.886 0.438 -0.196 0.106
H 3.4618 -4.1644 4.5865 -0.592 0.046 -0.490 0.100
H 1.5403 -5.5438 -0.3072 -0.337 0.248 0.102 0.108
H 0.6137 -4.0097 0.1971 0.173 -1.240 -0.248 0.089
H -0.0829 -5.7036 0.5575 0.690 0.620 -0.630 0.118
C -3.8441 3.0804 0.6885 -0.755 -1.068 -2.010 -0.064
O -4.8909 2.7927 -0.2207 0.386 -0.014 -1.076 -0.196
C -6.2118 3.1975 0.0693 0.780 -0.386 0.929 -0.194
C -7.1088 2.4623 -0.8569 -1.427 -0.899 0.816 -0.285
O -6.9355 2.9573 -2.1118 -0.276 0.690 -2.432 -0.188
C -7.8994 2.4616 -3.0658 2.282 -1.347 -0.161 -0.066
H -3.4048 4.0196 0.5508 0.349 1.855 -0.119 0.071
H -3.0802 2.3667 0.4724 0.558 -0.679 -0.019 0.077
H -4.1989 2.9377 1.6434 -0.580 -0.134 2.563 0.061
H -6.3782 4.2614 -0.1185 0.158 0.199 0.492 0.136
H -6.3836 2.8585 1.1071 -0.496 0.633 -0.116 0.132
H -8.1903 2.5243 -0.5335 0.788 0.191 -0.053 0.143
H -6.8538 1.4082 -0.8473 0.106 -0.586 0.190 0.126
H -8.8652 2.7155 -2.6991 -1.063 0.519 -0.294 0.067
H -7.8414 1.3361 -3.1086 -0.043 0.819 0.145 0.099
H -7.5827 2.7938 -4.0898 -0.678 0.156 1.150 0.107
C -0.2885 -3.1879 -2.8769 0.705 0.609 -0.971 -0.094
O 1.1048 -2.9546 -2.7580 1.216 0.227 -0.943 -0.214
C 1.8137 -2.6706 -3.9956 0.351 -1.813 0.849 -0.182
C 1.9289 -1.2373 -4.2819 -0.143 2.438 -0.019 -0.212
O 0.6910 -0.7758 -4.8428 0.265 0.169 0.213 -0.179
C 0.3592 0.5301 -4.4367 -0.191 -0.041 0.673 -0.115
H -0.7792 -2.2282 -3.1886 0.003 -1.135 -0.054 0.083
H -0.5241 -3.3881 -1.8524 -0.852 -0.422 0.429 0.053
H -0.4619 -4.0660 -3.5745 -0.242 1.045 0.736 0.110
H 1.2465 -3.1243 -4.8282 0.431 -0.101 0.158 0.129
H 2.8500 -3.1322 -3.8982 -1.328 0.457 -0.114 0.146
H 2.7393 -0.9390 -4.9565 0.077 -0.626 -0.324 0.130
H 2.1606 -0.6117 -3.4005 -0.227 -0.610 0.233 0.124
H 1.0690 1.3115 -4.6831 0.739 -0.066 -0.184 0.087
H 0.1941 0.5848 -3.3398 0.017 -0.053 -0.503 0.076
H -0.5326 0.8138 -4.9571 -0.736 -0.026 -0.175 0.077
C 4.5497 -2.8657 -0.2743 0.721 -0.588 2.082 -0.150
O 4.8836 -1.9494 -1.2162 0.942 1.592 -1.055 -0.174
C 4.6168 -0.6077 -0.8261 -0.026 -0.421 -1.751 -0.183
C 5.5660 0.0522 0.1033 -0.863 1.031 1.699 -0.247
O 6.8383 0.3409 -0.3391 1.104 -0.691 -1.140 -0.149
C 7.8724 -0.4282 0.2452 -0.734 2.575 0.465 -0.073
H 4.8216 -3.8477 -0.7068 -0.171 0.327 0.832 0.105
H 3.5196 -2.7676 -0.0379 -1.556 -0.496 -0.030 0.057
H 4.9924 -2.6055 0.7539 0.187 -0.874 -1.229 0.109
H 3.5809 -0.4999 -0.5533 -0.582 -0.125 1.010 0.119
H 4.6197 -0.0874 -1.7617 0.421 0.554 -0.744 0.119
H 5.5163 -0.3769 1.1008 0.499 -0.691 0.207 0.105
H 5.2109 1.0472 0.3457 -1.040 0.373 -0.252 0.123
H 8.7769 0.0194 -0.0757 1.009 0.486 -0.284 0.079
H 7.8950 -1.4141 -0.0414 -0.342 -2.557 -0.563 0.062
H 7.7749 -0.2729 1.3044 0.267 -0.475 0.788 0.089

Record 3
11
Properties=species:S:1:pos:R:3:forces:R:3:lowdin_charge:R:1 method="wB97M-V/def2-TZVPD" lumo_energy_ev=1.31 total_energy_ev=-4712.6728 e_above_lowest_kcal_mol=34.2 charge=0 homo_energy_ev=-9.26 gap_ha=0.38819 smiles=CN1CC1 largest_force_ev_per_a=2.07
C 0.3573 -0.3385 1.2526 0.829 0.332 0.033 -0.123
N -0.6520 -0.1798 0.2374 -0.197 0.006 0.230 -0.203
C -0.3189 0.9228 -0.6171 0.283 0.316 -0.076 -0.173
C -0.3220 -0.4801 -1.1423 0.144 -0.160 -0.024 -0.151
H 1.2819 0.2795 0.9075 -0.800 -1.631 0.983 0.092
H 0.5239 -1.4133 1.4387 0.355 0.535 -0.020 0.083
H -0.0134 0.1297 2.1783 0.209 -0.183 -0.237 0.081
H -1.0965 1.6641 -0.8195 0.438 -0.185 -0.099 0.101
H 0.7278 1.2471 -0.3378 -1.377 0.478 -1.059 0.097
H -1.1455 -0.9613 -1.6737 0.182 0.548 -0.070 0.098
H 0.6574 -0.8702 -1.4241 -0.067 -0.056 0.339 0.099

Record 4
19
Properties=species:S:1:pos:R:3:forces:R:3:lowdin_charge:R:1 method="wB97M-V/def2-TZVPD" lumo_energy_ev=1.09 total_energy_ev=-5411.6277 e_above_lowest_kcal_mol=9.7 charge=0 homo_energy_ev=-11.28 gap_ha=0.45461 smiles=CCC.CC largest_force_ev_per_a=1.83
C -0.3925 -2.2092 1.1553 0.106 -0.877 -0.704 -0.125
C 0.8208 -1.4593 0.6530 1.028 0.260 -0.030 -0.330
C 1.2392 -1.7879 -0.7789 -1.696 -0.601 -0.345 -0.129
H -0.3822 -2.3412 2.2332 -0.286 0.206 0.059 0.069
H -0.4661 -3.1986 0.6971 0.443 -0.292 0.204 0.069
H -1.3018 -1.7736 0.7765 -0.478 0.639 0.321 0.063
H 0.6511 -0.3892 0.7928 0.152 0.030 -0.078 0.087
H 1.7070 -1.7300 1.2226 -0.067 0.197 0.628 0.093
H 0.3144 -1.9167 -1.3560 0.088 0.263 -0.278 0.067
H 1.8425 -1.0511 -1.2988 0.280 0.003 0.228 0.064
H 1.6682 -2.7917 -0.8110 0.420 0.205 -0.009 0.071
C -0.2227 2.4804 -1.0116 1.127 0.573 0.877 -0.165
C -1.2441 2.6835 0.0834 0.116 0.255 1.242 -0.182
H -0.3610 3.0791 -1.9096 -0.529 -0.545 -0.270 0.063
H 0.7508 2.8508 -0.6573 -0.117 -0.064 0.125 0.065
H -0.0517 1.4124 -1.1379 -0.238 0.041 -0.694 0.051
H -1.4525 3.7037 0.4111 0.181 0.226 -0.543 0.064
H -0.9315 2.2147 1.0202 0.382 -0.177 -0.086 0.059
H -2.1879 2.2238 -0.0840 -0.913 -0.344 -0.647 0.046